Entry 1:
The following is a quantum chemistry calculation of one molecule with the formula C5H9NO at a distorted geometry, from the Open Molecules 2025 dataset.

Summary:
Lowest unoccupied orbital energy ... 0.74 eV
E_HOMO ... -0.3995 Ha
Structure (SMILES) ... CC[C@@H](O)CC#N
Relative energy (zero: lowest compared OMol25 entry of this formula, charge and spin) ... 90.02 kJ/mol
Gap between HOMO and LUMO ... 11.6082 eV

Each atom is followed by the atoms it is bonded to, with distances in Å.
Geometry (Å):
1 O -0.2982 -1.4660 -1.0621  C4 1.416, H12 0.965
2 N -2.3111 2.4487 0.7423  C5 1.157
3 C -1.8133 0.0233 -0.1197  C4 1.532, C5 1.465, H8 1.096, H15 1.095
4 C -0.3502 -0.1508 -0.5408  O1 1.416, C3 1.532, C6 1.527, H10 1.103
5 C -2.1020 1.3753 0.3646  N2 1.157, C3 1.465
6 C 0.6189 0.0523 0.6223  C4 1.527, C7 1.526, H11 1.097, H13 1.098
7 C 2.0780 -0.1514 0.2233  C6 1.526, H9 1.097, H14 1.094, H16 1.097
8 H -2.0466 -0.7027 0.6678  C3 1.096
9 H 2.3614 0.5138 -0.6014  C7 1.097
10 H -0.1213 0.5849 -1.3301  C4 1.103
11 H 0.4840 1.0663 1.0193  C6 1.097
12 H 0.5889 -1.6187 -1.4104  O1 0.965
13 H 0.3493 -0.6496 1.4220  C6 1.098
14 H 2.7472 0.0604 1.0624  C7 1.094
15 H -2.4591 -0.2000 -0.9749  C3 1.095
16 H 2.2742 -1.1857 -0.0846  C7 1.097

Entry 2:
The following is a quantum chemistry calculation of one molecule with the formula C5H9NO, from the Open Molecules 2025 dataset.

Summary:
Lowest unoccupied orbital energy ... 1.01 eV
E_HOMO ... -0.3526 Ha
Structure (SMILES) ... O[C@H]1C[C@]2(CN2)C1
Relative energy (zero: lowest compared OMol25 entry of this formula, charge and spin) ... 257.48 kJ/mol
Gap between HOMO and LUMO ... 10.6014 eV

Each atom is followed by the atoms it is bonded to, with distances in Å.
Geometry (Å):
1 O 2.3041 -0.5249 -0.9184  C4 1.406, H13 0.966
2 N -0.5381 -0.3693 1.7283  C5 1.452, C7 1.467, H10 1.015
3 C 0.4506 1.0382 -0.3084  C4 1.553, C5 1.528, H9 1.096, H16 1.096
4 C 1.0027 -0.0892 -1.2231  O1 1.406, C3 1.553, C6 1.554, H8 1.091
5 C -0.4807 0.0069 0.3276  N2 1.452, C3 1.528, C6 1.525, C7 1.471
6 C -0.1392 -1.0262 -0.7404  C4 1.554, C5 1.525, H12 1.093, H15 1.096
7 C -1.7102 0.2482 1.0985  N2 1.467, C5 1.471, H11 1.091, H14 1.086
8 H 1.0168 0.1456 -2.2885  C4 1.091
9 H -0.0966 1.8110 -0.8593  C3 1.096
10 H -0.0595 0.3077 2.3143  N2 1.015
11 H -1.9455 1.2835 1.3491  C7 1.091
12 H -0.9336 -1.1800 -1.4755  C6 1.093
13 H 2.3158 -0.7683 0.0166  O1 0.966
14 H -2.5695 -0.4080 0.9941  C7 1.086
15 H 0.1883 -1.9967 -0.3504  C6 1.096
16 H 1.1947 1.5214 0.3357  C3 1.096

Entry 3:
The following is a quantum chemistry calculation of one molecule with the formula C5H9NO at a distorted geometry, from the Open Molecules 2025 dataset.

Summary:
Lowest unoccupied orbital energy ... 0.99 eV
E_HOMO ... -0.3281 Ha
Structure (SMILES) ... C[C@H]1CC/C1=N\O
Relative energy (zero: lowest compared OMol25 entry of this formula, charge and spin) ... 409.56 kJ/mol
Gap between HOMO and LUMO ... 9.9199 eV

Each atom is followed by the atoms it is bonded to, with distances in Å.
Geometry (Å):
1 O -2.8630 -0.8857 0.5074  N2 1.369, H15 0.964
2 N -1.8454 0.0262 0.4204  O1 1.369, C4 1.276
3 C 0.0358 -1.3114 -0.9032  C4 1.523, C6 1.573, H13 1.093, H16 1.097
4 C -0.6944 -0.4036 0.0774  N2 1.276, C3 1.523, C5 1.480
5 C 0.2988 0.6936 0.0589  C4 1.480, C6 1.588, C7 1.522, H10 1.130
6 C 0.9779 -0.0769 -1.1521  C3 1.573, C5 1.588, H8 1.091, H12 1.102
7 C 1.1815 1.0623 1.2429  C5 1.522, H9 1.098, H11 1.095, H14 1.095
8 H 0.8685 0.3717 -2.1404  C6 1.091
9 H 1.6301 2.0457 1.0510  C7 1.098
10 H -0.5395 1.4514 0.0654  C5 1.130
11 H 1.9956 0.3600 1.4525  C7 1.095
12 H 2.0426 -0.3197 -1.0027  C6 1.102
13 H 0.5489 -2.1616 -0.4463  C3 1.093
14 H 0.5566 1.1586 2.1364  C7 1.095
15 H -3.6464 -0.3367 0.3917  O1 0.964
16 H -0.5477 -1.6737 -1.7593  C3 1.097

Entry 4:
The following is a quantum chemistry calculation of one molecule with the formula C5H9NO at a distorted geometry, from the Open Molecules 2025 dataset.

Summary:
Lowest unoccupied orbital energy ... 0.93 eV
E_HOMO ... -0.3237 Ha
Structure (SMILES) ... CC(C)=CC(N)=O
Relative energy (zero: lowest compared OMol25 entry of this formula, charge and spin) ... 251.40 kJ/mol
Gap between HOMO and LUMO ... 9.7346 eV

Each atom is followed by the atoms it is bonded to, with distances in Å.
Geometry (Å):
1 O 1.0111 0.3751 -2.1914  C5 1.216
2 N 0.6826 2.4758 -1.4889  C5 1.364, H9 1.003, H11 1.011
3 C -0.3001 0.6856 0.1856  C4 1.279, C5 1.811, H13 1.073
4 C -0.2176 -0.5798 0.3514  C3 1.279, C6 1.789, C7 1.468
5 C 0.5422 1.1250 -1.3566  O1 1.216, N2 1.364, C3 1.811
6 C -0.9688 -0.8418 1.9541  C4 1.789, H8 1.086, H14 1.087, H16 1.087
7 C 0.3165 -1.7684 -0.3239  C4 1.468, H10 1.091, H12 1.089, H15 1.090
8 H -1.2470 0.0632 2.4853  C6 1.086
9 H 0.4898 3.1074 -0.7334  N2 1.003
10 H 0.2211 -1.6476 -1.4041  C7 1.091
11 H 0.9766 2.8561 -2.3783  N2 1.011
12 H -0.2322 -2.6605 -0.0246  C7 1.089
13 H -0.5955 1.5505 0.7487  C3 1.073
14 H -0.2156 -1.3907 2.5132  C6 1.087
15 H 1.3760 -1.8868 -0.0964  C7 1.090
16 H -1.8391 -1.4628 1.7591  C6 1.087

Entry 5:
The following is a quantum chemistry calculation of one molecule with the formula C5H9NO at a distorted geometry, from the Open Molecules 2025 dataset.

Summary:
Lowest unoccupied orbital energy (alpha / beta) ... 0.82 / 0.82 eV
E_HOMO (alpha / beta) ... -0.2505 / -0.2503 Ha
Relative energy (zero: lowest compared OMol25 entry of this formula, charge and spin) ... 492.66 kJ/mol
Gap between HOMO and LUMO (alpha / beta) ... 7.6380 / 7.6312 eV

Each atom is followed by the atoms it is bonded to, with distances in Å.
Geometry (Å):
1 O 0.6214 0.3284 -1.7996  C5 1.422, C6 1.446
2 N -0.1746 0.5251 1.3028  C4 1.371, C7 1.325, H15 1.020
3 C -1.8615 -1.0532 0.3593  C7 1.457, H8 1.089, H10 1.083, H11 1.099
4 C 0.7315 1.2651 0.5883  N2 1.371, C6 1.461, H16 1.067
5 C 1.5178 -0.5465 -1.1255  O1 1.422, C6 1.462, H12 1.092, H14 1.088
6 C 1.3557 0.8294 -0.6588  O1 1.446, C4 1.461, C5 1.462, H9 1.088
7 C -1.1613 0.2198 0.4731  N2 1.325, C3 1.457, H13 1.057
8 H -1.4649 -1.6286 -0.4763  C3 1.089
9 H 2.1501 1.5147 -0.9471  C6 1.088
10 H -1.6829 -1.5807 1.2886  C3 1.083
11 H -2.9281 -0.9150 0.1329  C3 1.099
12 H 2.4226 -0.8337 -1.6653  C5 1.092
13 H -1.5957 1.0055 -0.0854  C7 1.057
14 H 1.0399 -1.3412 -0.5563  C5 1.088
15 H 0.0151 0.0066 2.1609  N2 1.020
16 H 1.0149 2.2044 1.0083  C4 1.067

Entry 6:
The following is a quantum chemistry calculation of one molecule with the formula C5H9NO at a distorted geometry, from the Open Molecules 2025 dataset.

Summary:
Lowest unoccupied orbital energy ... 0.58 eV
E_HOMO ... -0.3300 Ha
Structure (SMILES) ... C=CCCNC=O
Relative energy (zero: lowest compared OMol25 entry of this formula, charge and spin) ... 438.13 kJ/mol
Gap between HOMO and LUMO ... 9.5603 eV

Each atom is followed by the atoms it is bonded to, with distances in Å.
Geometry (Å):
1 O 1.9737 -2.0830 1.6128  C3 1.229
2 N 0.3939 -1.5534 -0.2862  C3 1.551, C4 1.575, H16 0.997
3 C 1.6704 -1.4708 0.5913  O1 1.229, N2 1.551, H12 1.101
4 C -0.8082 -0.5376 -0.3388  N2 1.575, C7 1.659, H13 1.126, H15 1.196
5 C -1.9936 2.6659 -0.6540  C6 1.331, H11 1.068, H14 1.099
6 C -0.9608 2.1091 -0.0252  C5 1.331, C7 1.629, H10 1.085
7 C -0.1257 0.9164 -0.7556  C4 1.659, C6 1.629, H8 1.077, H9 1.163
8 H 0.8936 0.9019 -0.4075  C7 1.077
9 H -0.0153 0.9057 -1.9133  C7 1.163
10 H -0.5634 2.5686 0.8741  C6 1.085
11 H -2.2443 3.7038 -0.6879  C5 1.068
12 H 2.4782 -0.9324 0.0727  C3 1.101
13 H -1.2995 -0.4743 0.6722  C4 1.126
14 H -2.8352 2.0827 -1.0521  C5 1.099
15 H -1.5851 -0.8858 -1.1791  C4 1.196
16 H -0.0693 -2.4304 -0.1840  N2 0.997

Entry 7:
The following is a quantum chemistry calculation of one molecule with the formula C5H9NO at a distorted geometry, from the Open Molecules 2025 dataset.

Summary:
Lowest unoccupied orbital energy ... 0.81 eV
E_HOMO ... -0.2971 Ha
Relative energy (zero: lowest compared OMol25 entry of this formula, charge and spin) ... 311.94 kJ/mol
Gap between HOMO and LUMO ... 8.8988 eV

Each atom is followed by the atoms it is bonded to, with distances in Å.
Geometry (Å):
1 O 2.0871 -1.9536 -0.8315  C6 1.208
2 N -1.0946 0.8743 -0.8086  C3 1.479, C5 1.326, H15 1.016
3 C -0.0038 -0.1166 -0.9353  N2 1.479, C7 1.528, H14 1.096, H16 1.087
4 C -1.8142 0.1083 1.3395  C5 1.542, H9 1.098, H10 1.094, H13 1.106
5 C -2.0399 1.0136 0.1114  N2 1.326, C4 1.542
6 C 2.2791 -0.9183 -0.2388  O1 1.208, C7 1.513, H8 1.111
7 C 1.2745 0.2107 -0.1648  C3 1.528, C6 1.513, H11 1.098, H12 1.099
8 H 3.2345 -0.7489 0.3032  C6 1.111
9 H -2.6638 -0.5770 1.4625  C4 1.098
10 H -1.8829 0.8415 2.1490  C4 1.094
11 H 1.0587 0.3972 0.8958  C7 1.098
12 H 1.7574 1.1265 -0.5325  C7 1.099
13 H -0.8735 -0.4624 1.4508  C4 1.106
14 H 0.2336 -0.2264 -1.9991  C3 1.096
15 H -1.1555 1.5031 -1.6040  N2 1.016
16 H -0.3967 -1.0719 -0.5974  C3 1.087

Entry 8:
The following is a quantum chemistry calculation of one molecule with the formula C5H9NO at a distorted geometry, from the Open Molecules 2025 dataset.

Summary:
Lowest unoccupied orbital energy ... 0.46 eV
E_HOMO ... -0.3423 Ha
Structure (SMILES) ... [H]/N=C(\CC)C(C)=O
Relative energy (zero: lowest compared OMol25 entry of this formula, charge and spin) ... 241.88 kJ/mol
Gap between HOMO and LUMO ... 9.7743 eV

Each atom is followed by the atoms it is bonded to, with distances in Å.
Geometry (Å):
1 O 1.8730 -1.5235 0.1643  C3 1.224
2 N -0.0747 1.4164 0.1933  C4 1.251, H14 1.036
3 C 1.5729 -0.3564 -0.0476  O1 1.224, C4 1.622, C6 1.489
4 C 0.0454 0.1767 0.0714  N2 1.251, C3 1.622, C7 1.471
5 C -2.4453 -0.4962 0.0192  C7 1.538, H10 1.152, H13 1.003, H15 1.001
6 C 2.5350 0.7786 -0.1176  C3 1.489, H8 1.004, H11 1.187, H12 1.166
7 C -0.9597 -0.8927 -0.0312  C4 1.471, C5 1.538, H9 1.081, H16 1.086
8 H 2.0421 1.6525 -0.0758  C6 1.004
9 H -0.8826 -1.6089 0.7746  C7 1.081
10 H -2.5882 0.3265 -0.7748  C5 1.152
11 H 3.2590 0.5980 -1.0410  C6 1.187
12 H 3.2134 0.8262 0.8296  C6 1.166
13 H -3.0170 -1.3153 -0.0737  C5 1.003
14 H -1.0403 1.7897 0.2293  N2 1.036
15 H -2.6016 -0.1562 0.9480  C5 1.001
16 H -0.9314 -1.2154 -1.0681  C7 1.086

Among the records above, which one has the lowest relative energy (zero: lowest compared OMol25 entry of this formula, charge and spin)? number 1

Which of these has the highest relative energy (zero: lowest compared OMol25 entry of this formula, charge and spin)? number 5

The highest relative energy (zero: lowest compared OMol25 entry of this formula, charge and spin) belongs to which entry? number 5